(1)
Computed, not measured: 2 unconnected molecules or ions with the total composition C2H5O3 in a non-equilibrium geometry, with the ωB97M-V functional and the def2-TZVPD basis.

Structure (XYZ):
```
10
Properties=species:S:1:pos:R:3:forces:R:3
H -0.323029 -0.520386 -2.768584 0.137 0.278 0.037
O 0.209028 -0.672506 1.480028 -0.256 0.251 0.663
H 0.274431 0.834603 -1.709854 0.159 0.008 -0.436
O 0.393135 -1.082639 -0.958839 0.046 0.094 -0.121
H 1.190206 0.749662 2.449492 -0.048 0.220 0.235
C -0.254536 -0.128598 -1.745422 -0.024 0.210 0.273
C 0.163004 0.393569 2.165105 0.756 -0.452 -0.533
H 0.430052 -0.776300 0.010454 -0.335 -0.474 -0.586
H -1.278138 0.141768 -1.432708 0.006 -0.422 0.187
O -0.804153 1.060827 2.510328 -0.441 0.287 0.280
```
Positions in Å, forces in eV/Å.

Summary:
Energy relative to the best compared isomer or geometry (same formula, charge and spin) (kcal/mol): 22.0
Net charge: -1



(2)
Computed, not measured: 2 unconnected molecules or ions with the total composition C5H15N in a non-equilibrium geometry, with the ωB97M-V functional and the def2-TZVPD basis.

Structure (XYZ):
```
21
Properties=species:S:1:pos:R:3:forces:R:3
H -1.890667 0.721850 0.363603 0.110 0.291 0.097
H 2.102012 1.604447 0.153992 -0.087 0.134 0.147
H 1.809688 -0.104717 2.753570 -0.181 0.030 -0.091
H -1.295540 -1.611060 -0.517770 0.249 -0.095 -0.118
H 3.855246 1.691720 0.386878 -0.008 -0.157 -0.137
H 2.835440 1.861087 1.766918 -0.243 -0.087 0.113
H -3.448173 -0.147452 -2.101360 0.452 0.209 -0.465
H 1.939058 -1.669965 1.990735 0.146 0.089 -0.134
C -1.730698 -1.382934 -1.495429 0.279 -0.272 0.237
C 2.925651 1.322781 0.824894 0.280 0.192 -0.354
N 3.002880 -0.102714 1.064280 0.007 -0.290 0.038
C -2.798769 -0.336286 -1.245915 -1.269 -0.558 0.144
H -2.933066 1.768628 -0.660756 -0.285 -0.077 0.309
H -3.539805 -0.776212 -0.557424 0.304 0.103 0.136
H 3.076666 -0.610041 0.191521 0.164 0.149 -0.046
C -2.237476 0.934482 -0.645219 0.383 0.085 -0.638
H -1.397617 1.277421 -1.263207 0.097 -0.093 0.264
C 1.846543 -0.600252 1.779328 -0.057 -0.271 0.468
H -2.082702 -2.335899 -1.902587 -0.249 0.237 0.026
H -0.925463 -1.042127 -2.149461 -0.052 0.170 0.019
H 0.886791 -0.462756 1.263409 -0.041 0.211 -0.015
```
Positions in Å, forces in eV/Å.

Summary:
Energy relative to the best compared isomer or geometry (same formula, charge and spin) (kcal/mol): 10.5
Net charge: 0



(3)
Computed, not measured: a single C6H9Cl molecule in a non-equilibrium geometry, with the ωB97M-V functional and the def2-TZVPD basis.

Structure (XYZ):
```
16
Properties=species:S:1:pos:R:3:forces:R:3
H 1.279923 1.649339 0.360206 -0.234 -0.022 0.081
H 1.351281 0.123484 -2.127021 -0.659 0.375 -0.060
H 0.248962 2.152394 -0.987012 -0.102 -0.073 -0.115
H -0.973780 -1.296125 -0.954267 -0.482 -0.964 -0.088
C -0.686657 -0.284714 -1.078078 0.700 0.550 -0.399
H -0.193349 0.454396 2.282419 0.182 -0.424 0.170
H 1.485073 -0.688220 -0.646464 -0.724 0.450 0.204
C 0.828576 0.038869 -1.164558 1.048 -0.401 -0.751
C 0.517444 1.312758 -0.348400 1.457 0.564 -0.327
H -1.254046 0.225084 -1.857534 0.092 -0.215 -0.054
Cl -2.192957 1.565617 0.409054 0.661 -0.528 0.373
C -0.672224 0.566010 0.166946 -0.416 -0.586 1.271
C -0.205586 -0.216140 1.424570 -1.634 1.198 -0.865
C 0.078207 -1.504719 1.475240 -0.163 0.190 -0.261
H 0.061953 -2.184697 0.620397 -0.098 0.327 0.279
H 0.327181 -1.913337 2.424503 0.372 -0.443 0.543
```
Positions in Å, forces in eV/Å.

Summary:
Energy relative to the best compared isomer or geometry (same formula, charge and spin) (kcal/mol): 10.9
Net charge: 0



(4)
Computed, not measured: 2 unconnected molecules or ions with the total composition C3H3N2 in a non-equilibrium geometry, with the ωB97M-V functional and the def2-TZVPD basis.

Structure (XYZ):
```
8
Properties=species:S:1:pos:R:3:forces:R:3
C 1.749791 0.653916 -0.003794 2.165 0.973 -0.574
H -0.902698 -2.385228 -0.232443 0.264 0.253 0.087
H 2.060164 0.638460 -1.086398 0.543 0.177 1.414
N 0.536101 0.411360 0.125167 -5.787 -2.095 0.399
C -1.973883 -0.110645 0.093887 0.691 0.844 0.106
N -3.124017 -0.109973 -0.009456 -0.008 -0.137 0.058
H 2.249979 0.941036 0.948072 0.341 -0.196 -1.139
C -0.595436 -0.038925 0.164963 1.791 0.179 -0.351
```
Positions in Å, forces in eV/Å.

Summary:
Energy relative to the best compared isomer or geometry (same formula, charge and spin) (kcal/mol): 107.8
Net charge: +1



(5)
Computed, not measured: a single C19H17ClFN3O3 molecule in a non-equilibrium geometry, with the ωB97M-V functional and the def2-TZVPD basis.

Structure (XYZ):
```
44
Properties=species:S:1:pos:R:3:forces:R:3
O -0.949347 -1.762376 6.299029 0.080 -0.180 0.552
N 0.730251 1.896101 0.381424 0.463 0.048 0.165
H 4.371493 -0.277730 -5.140489 -0.188 0.093 0.685
C -0.744476 -1.012463 -0.974830 -0.698 0.249 -1.561
C 1.452005 2.287738 -0.853421 1.165 -0.309 1.520
C 3.111524 1.509558 -2.604134 -0.524 -0.517 -0.593
H 2.565990 2.121165 -3.354979 0.074 0.113 0.596
Cl -2.456946 -1.524803 -4.591207 0.057 0.400 0.302
C 1.192252 2.073301 1.689696 -0.814 -0.509 -0.906
H -3.627243 -3.113270 3.771153 0.136 0.095 0.009
O -2.711474 -3.165227 6.164185 0.855 0.775 -0.504
C -3.123677 -1.905361 2.082204 1.473 0.848 0.063
N -2.329389 -0.935331 1.567394 -0.276 -0.418 0.428
C -0.924493 0.356091 -0.734870 -0.202 -0.134 -0.601
C -2.222871 0.533503 -2.782015 0.712 -0.136 0.028
C -1.916591 -0.778010 -3.110475 -0.193 -0.926 0.656
H -0.182864 -1.613904 -0.280605 0.042 -0.103 0.079
C -1.182611 -0.823170 3.661623 0.018 -0.153 0.747
C 2.223730 1.097044 -1.425519 0.935 0.060 0.493
C -2.957873 -2.336564 3.407005 -1.903 -1.213 -0.992
O 3.524603 0.336675 -3.297240 0.631 -0.233 -0.463
H 2.160912 3.075270 -0.520688 -0.417 -0.304 -0.370
H 5.383325 0.812606 -4.155017 -0.036 0.087 -0.004
H 1.542694 0.334920 -1.757917 -0.372 -0.341 -0.174
F -2.953479 1.251951 -3.646793 0.071 0.160 0.273
C -1.837613 -2.235625 5.647718 0.078 0.031 -0.006
C -2.012178 -1.811399 4.222242 0.550 0.809 -0.236
H -1.041727 -2.612258 -2.375894 -0.153 -0.071 -0.151
H 0.803165 2.689667 -1.595561 -0.753 0.398 -0.370
C -1.255313 -1.575636 -2.165956 0.712 0.896 0.775
C -0.400199 0.610231 1.789215 -0.184 0.446 -1.080
H -3.851053 -2.406303 1.415374 0.450 0.633 0.412
C 4.357217 0.588068 -4.457760 -0.394 -0.494 0.904
H -1.927656 2.156250 -1.433903 0.102 -0.032 0.036
H 3.947232 2.072161 -2.203517 0.473 0.269 -0.158
C -0.272304 0.949778 0.437769 0.070 -0.135 1.510
H 2.848057 0.646519 -0.602547 -0.485 0.395 -0.832
H -0.402001 -0.372223 4.249033 0.143 0.038 0.167
H -2.367569 -3.317290 7.065783 -0.257 0.019 -0.304
N 0.511263 1.351292 2.536391 -0.424 -0.648 -0.182
H 3.940836 1.404258 -5.014492 -0.148 0.702 -0.378
C -1.353901 -0.397209 2.351817 -0.395 -0.462 0.020
C -1.691439 1.116111 -1.627781 -0.211 -0.252 -0.226
H 2.029738 2.705895 1.968556 -0.266 0.009 -0.328
```
Positions in Å, forces in eV/Å.

Summary:
Energy relative to the best compared isomer or geometry (same formula, charge and spin) (kcal/mol): 63.4
Net charge: 0



(6)
Computed, not measured: a molecular structure, C27H24HoN7S in a non-equilibrium geometry, with the ωB97M-V functional and the def2-TZVPD basis.

Structure (XYZ):
```
60
Properties=species:S:1:pos:R:3:forces:R:3
C 0.656087 -5.339183 -1.255089 0.829 -0.421 -0.040
C -0.441159 3.105141 1.412211 -0.331 -2.473 1.278
C 0.726847 4.780900 -1.735505 -0.428 0.053 0.301
H 2.314240 0.615905 -2.283439 0.162 -0.035 0.290
N 4.694469 -1.666107 3.779321 0.295 0.386 1.077
C -3.157146 0.992039 2.534354 -1.331 1.067 -0.228
H 0.564615 5.765369 -2.236362 0.192 -1.049 0.387
N 1.553827 -0.421660 3.240766 -0.393 0.347 0.509
H 3.287492 1.871188 -3.032433 -0.353 0.197 0.042
C -2.167433 -1.573039 -2.996362 0.854 1.721 0.549
H 5.519726 -1.769735 3.231797 0.311 -0.239 -0.226
H -3.410739 -0.150169 -3.995281 -0.509 0.198 -0.788
C -1.776807 -3.832431 -3.708108 0.540 -0.173 0.419
C -2.363210 -2.623188 -3.922030 -0.343 -0.751 -0.275
H 2.104695 4.088137 -3.163693 0.147 -0.465 -0.021
C -2.262214 0.257958 1.834888 0.898 -1.089 -1.909
N 0.169553 -3.072549 -0.575457 -0.628 0.135 -0.870
C 1.164674 2.295401 -0.374949 -0.357 -0.053 0.152
H -2.514586 -0.017387 0.804693 0.058 -0.163 0.513
H -3.566521 2.116994 4.283683 0.253 0.246 0.360
C 3.541668 -1.329321 3.170116 0.346 -2.234 -1.418
N 1.294109 1.079352 0.210355 -0.141 0.858 0.047
H -0.651933 5.151223 -0.088456 -0.001 0.396 -0.030
C 2.798238 1.579634 -2.091892 0.809 0.024 -0.703
C 0.278776 3.308750 0.140802 0.548 -0.929 -0.086
C 1.586083 3.803496 -2.251437 -0.079 0.664 0.294
H -2.962723 -2.389622 -4.807264 0.162 -0.367 0.287
H -0.747355 4.013495 1.894858 -0.110 0.560 0.146
C 1.826287 2.591493 -1.591663 -0.071 0.658 -0.216
C 0.764171 -4.226195 -0.409301 -0.295 -0.039 0.517
C -1.251857 -1.702442 -1.926257 -0.925 1.387 0.642
H 4.764104 -1.242584 4.704640 0.405 -0.105 -0.483
H 3.643691 1.457798 -1.394551 -0.508 -0.306 0.068
H -0.203706 -6.010144 -3.074123 -0.166 -0.005 0.078
C -2.220527 0.841554 -2.529745 -0.566 -0.567 0.089
C -1.383212 0.562269 -1.430911 0.830 -0.344 0.370
C -0.702052 0.401831 3.419666 0.510 0.378 1.183
N 2.750780 -0.629318 3.896716 -1.818 1.033 -0.343
H 0.792560 0.324318 4.989587 0.295 0.228 0.347
H 1.309586 -4.290313 0.498231 0.861 -0.152 0.604
S 3.210756 -2.231353 1.650499 0.102 0.935 0.463
C 0.069427 4.475865 -0.524278 0.307 0.963 -1.320
C -0.928928 -4.033719 -2.556413 0.642 0.414 0.483
H -1.360148 2.449507 1.317347 0.758 0.822 -0.199
Ho 0.939982 -0.739371 0.842926 -0.036 -0.793 -0.349
C -2.827275 1.526575 3.769389 1.112 -0.931 0.002
C -1.540448 1.198302 4.229573 -1.459 -0.566 -2.261
C -2.684197 -0.256670 -3.231521 0.846 0.063 0.611
H -2.526151 1.891251 -2.727537 0.209 -1.025 0.097
H 1.323937 -6.222608 -1.082049 -0.953 0.915 -0.184
N -0.935223 -0.644419 -1.084083 -0.505 -0.229 -1.257
H -1.133587 1.569808 5.103570 0.557 0.664 1.754
N -1.020712 -0.079137 2.228252 -1.195 0.371 -0.006
C -0.679073 -2.965921 -1.655843 0.664 -0.809 0.051
C 0.636985 0.121155 3.943828 -0.007 -0.333 0.139
H 0.177733 2.491722 2.130763 -0.308 0.845 -0.671
H -4.067410 1.281576 1.985025 0.308 -0.295 0.651
C -0.161696 -5.215871 -2.334513 -0.509 -0.115 -0.712
H -0.993377 1.353779 -0.801137 -0.173 0.168 -0.050
H -1.823696 -4.689332 -4.376172 -0.313 0.355 -0.156
```
Positions in Å, forces in eV/Å.

Summary:
Spin multiplicity: 5
Calculated total energy (eV): -75453.701
Net charge: 0
<S²>: 6.006